[1]
182
Properties=species:S:1:pos:R:3 method="wB97M-V/def2-TZVPD" charge=+6 homo_lumo_gap_ha=0.3474 multiplicity=1
K 13.08 -8.96 -20.50
K 16.23 -10.12 -19.28
C 9.26 -2.94 -19.22
C 8.58 -2.72 -20.60
C 7.17 -2.17 -20.35
N 6.29 -2.12 -21.59
C 5.81 -3.50 -21.92
C 6.93 -1.46 -22.78
C 6.91 0.03 -22.42
C 5.51 0.19 -21.85
C 5.10 -1.18 -21.30
H 10.31 -3.20 -19.29
H 8.69 -3.72 -18.71
H 9.18 -2.06 -18.58
H 8.53 -3.68 -21.10
H 9.15 -1.97 -21.15
H 7.20 -1.15 -19.96
H 6.64 -2.78 -19.62
H 4.96 -3.41 -22.59
H 5.43 -3.98 -21.02
H 6.59 -4.06 -22.43
H 6.25 -1.65 -23.60
H 7.93 -1.87 -22.94
H 7.08 0.61 -23.33
H 7.73 0.26 -21.73
H 4.82 0.50 -22.63
H 5.43 0.93 -21.06
H 4.22 -1.64 -21.75
H 4.94 -1.23 -20.23
C 15.87 -15.64 -11.25
C 16.72 -14.51 -11.86
C 16.16 -14.07 -13.21
N 16.88 -12.89 -13.83
C 18.34 -13.18 -14.00
C 16.74 -11.62 -12.96
C 16.77 -10.51 -13.99
C 15.85 -11.04 -15.08
C 16.27 -12.51 -15.17
H 16.36 -15.96 -10.34
H 15.69 -16.41 -11.99
H 14.90 -15.23 -10.96
H 17.74 -14.87 -12.00
H 16.80 -13.67 -11.16
H 15.09 -13.83 -13.17
H 16.33 -14.91 -13.89
H 18.81 -13.45 -13.06
H 18.80 -12.28 -14.40
H 18.50 -14.01 -14.69
H 17.44 -11.60 -12.13
H 15.70 -11.77 -12.66
H 17.77 -10.29 -14.35
H 16.37 -9.61 -13.51
H 16.00 -10.49 -16.02
H 14.80 -10.93 -14.82
H 17.05 -12.66 -15.92
H 15.47 -13.22 -15.35
C 12.60 -3.35 -14.58
C 12.16 -2.25 -13.61
C 10.83 -1.59 -13.95
N 10.30 -0.63 -12.93
C 10.26 -1.19 -11.54
C 8.90 -0.11 -13.30
C 9.10 1.25 -14.01
C 10.61 1.47 -14.04
C 11.14 0.66 -12.87
H 11.79 -4.08 -14.68
H 13.44 -3.88 -14.11
H 12.84 -3.09 -15.61
H 12.94 -1.48 -13.50
H 12.14 -2.67 -12.60
H 10.06 -2.37 -14.02
H 10.76 -1.12 -14.93
H 9.90 -2.22 -11.56
H 9.66 -0.54 -10.91
H 11.27 -1.22 -11.15
H 8.33 -0.01 -12.38
H 8.44 -0.85 -13.96
H 8.58 1.98 -13.39
H 8.65 1.31 -14.99
H 10.85 2.53 -13.99
H 11.06 1.06 -14.94
H 10.81 1.14 -11.95
H 12.20 0.44 -12.95
C 13.23 -3.68 -21.80
C 14.26 -2.79 -21.11
C 15.46 -3.55 -20.55
N 16.37 -2.71 -19.69
C 17.57 -3.53 -19.27
C 15.70 -2.16 -18.44
C 15.90 -0.65 -18.43
C 16.10 -0.28 -19.89
C 16.92 -1.46 -20.41
H 12.73 -4.34 -21.09
H 13.67 -4.34 -22.55
H 12.53 -3.01 -22.30
H 13.75 -2.14 -20.39
H 14.72 -2.08 -21.80
H 16.08 -3.95 -21.35
H 15.16 -4.33 -19.85
H 18.17 -3.62 -20.17
H 17.26 -4.52 -18.98
H 18.15 -2.92 -18.58
H 16.14 -2.65 -17.58
H 14.64 -2.40 -18.39
H 16.74 -0.33 -17.80
H 15.06 -0.14 -17.96
H 16.70 0.60 -20.12
H 15.14 -0.26 -20.40
H 17.93 -1.31 -20.03
H 16.91 -1.62 -21.49
C 7.01 -12.57 -15.39
C 7.81 -11.25 -15.52
C 8.15 -10.94 -16.95
N 9.07 -9.73 -17.14
C 10.24 -9.77 -16.19
C 8.33 -8.43 -17.00
C 7.67 -8.15 -18.36
C 8.61 -8.77 -19.37
C 9.54 -9.72 -18.59
H 7.43 -13.39 -15.96
H 6.02 -12.46 -15.83
H 6.97 -12.83 -14.33
H 8.70 -11.39 -14.90
H 7.16 -10.48 -15.10
H 7.27 -10.71 -17.55
H 8.69 -11.76 -17.43
H 11.02 -9.17 -16.66
H 10.62 -10.79 -16.15
H 9.90 -9.44 -15.22
H 9.10 -7.66 -16.86
H 7.62 -8.41 -16.18
H 7.55 -7.07 -18.39
H 6.68 -8.60 -18.30
H 9.20 -8.04 -19.94
H 8.04 -9.34 -20.10
H 10.58 -9.36 -18.63
H 9.49 -10.72 -18.99
C 10.79 -4.43 -7.85
C 10.73 -5.53 -8.90
C 12.01 -6.34 -8.93
N 12.21 -7.23 -10.14
C 11.10 -8.23 -10.23
C 13.55 -7.92 -10.05
C 14.03 -8.12 -11.48
C 13.20 -7.15 -12.35
C 12.32 -6.36 -11.39
H 11.64 -3.77 -8.04
H 10.83 -4.79 -6.83
H 9.88 -3.82 -7.91
H 10.46 -5.17 -9.90
H 9.90 -6.18 -8.60
H 12.13 -7.00 -8.07
H 12.84 -5.64 -8.92
H 10.22 -7.68 -10.56
H 10.95 -8.65 -9.25
H 11.30 -8.97 -11.01
H 13.38 -8.84 -9.49
H 14.30 -7.34 -9.51
H 13.85 -9.12 -11.88
H 15.09 -7.97 -11.65
H 12.62 -7.64 -13.14
H 13.87 -6.53 -12.95
H 11.33 -6.14 -11.77
H 12.85 -5.45 -11.10
N 13.83 -11.42 -19.15
S 13.14 -11.95 -17.85
O 13.92 -12.71 -16.95
O 11.74 -12.26 -17.93
F 13.12 -10.47 -17.13
S 13.71 -12.83 -20.09
O 12.60 -12.91 -20.98
O 14.25 -14.01 -19.51
F 14.88 -12.34 -21.09
N 12.86 -7.10 -18.38
S 13.84 -7.01 -17.14
O 13.34 -7.56 -15.91
O 14.71 -5.88 -17.03
F 14.85 -8.21 -17.65
S 12.00 -5.70 -18.14
O 12.59 -4.50 -18.60
O 11.26 -5.61 -16.91
F 10.82 -6.05 -19.15

***

[2]
9
Properties=species:S:1:pos:R:3 method="wB97M-V/def2-TZVPD" homo_lumo_gap_ha=0.2960 de_lowest_kj_mol=540.4 multiplicity=1
C -0.75 -1.90 0.05
C 0.39 1.29 -0.51
C 0.93 1.79 0.75
H -0.80 -2.74 0.92
H -1.92 -1.72 -0.66
N 0.24 -0.93 0.36
N 1.65 2.06 1.68
O -0.28 0.20 -0.61
S 0.54 1.96 -1.98

***

[3]
24
Properties=species:S:1:pos:R:3 method="wB97M-V/def2-TZVPD" charge=+2 homo_lumo_gap_ha="0.2102 / 0.1519" de_lowest_kj_mol=0.0 multiplicity=4 s2=3.7654
V 0.25 0.22 -0.36
O 0.44 3.26 0.40
C 0.38 2.16 0.04
C 0.20 -1.70 -0.11
O 0.19 -2.84 0.11
C 2.23 0.15 -0.12
O 3.36 0.08 0.11
C -1.68 0.35 -0.22
O -2.83 0.41 -0.01
C 0.31 0.89 -5.12
H -0.59 1.51 -5.13
H 1.27 1.42 -5.11
C 0.25 -0.44 -5.18
H 1.15 -1.06 -5.22
H -0.71 -0.97 -5.24
C 0.03 0.15 4.27
C -0.31 -0.26 2.87
N -1.28 -1.19 2.79
O 0.26 0.22 1.86
H -0.56 -0.42 4.98
H -0.17 1.22 4.40
H 1.09 -0.02 4.46
H -1.59 -1.58 1.90
H -1.69 -1.56 3.64

***

[4]
49
Properties=species:S:1:pos:R:3 method="wB97M-V/def2-TZVPD" homo_lumo_gap_ha=0.3288 de_lowest_kj_mol=130.8 multiplicity=1
H 7.62 1.10 0.50
N 8.25 0.28 0.22
C 7.59 -0.77 -0.09
N 8.28 -1.92 -0.40
N 6.23 -0.97 -0.09
C 5.23 0.06 0.30
C 3.82 -0.37 0.01
C 2.93 0.85 0.34
C 1.44 0.64 0.13
N 0.64 1.84 0.45
C -0.67 2.26 0.15
O -1.08 3.31 0.66
C -1.64 1.45 -0.68
N -1.04 0.36 -1.42
C -2.79 0.93 0.21
C -3.94 0.33 -0.54
C -5.06 -0.10 0.37
N -6.17 -0.68 -0.37
C -7.28 -1.18 0.28
N -8.31 -1.51 -0.57
N -7.52 -1.27 1.54
H -6.70 -1.15 2.11
C 0.97 -0.54 1.02
O 1.52 -0.85 2.06
O -0.08 -1.21 0.55
H 7.85 -2.57 -1.04
H 9.18 -1.60 -0.68
H 5.92 -1.89 -0.01
H 5.45 0.21 1.40
H 5.48 0.95 -0.33
H 3.67 -0.59 -1.07
H 3.47 -1.27 0.53
H 3.31 1.69 -0.25
H 3.12 1.10 1.43
H 1.30 0.35 -0.93
H 0.89 2.38 1.26
H -2.10 2.17 -1.38
H -0.41 0.71 -2.08
H -1.80 -0.17 -1.98
H -3.16 1.74 0.82
H -2.32 0.23 0.89
H -3.63 -0.54 -1.14
H -4.33 1.11 -1.22
H -4.68 -0.79 1.14
H -5.39 0.71 1.04
H -6.37 -0.29 -1.27
H -9.15 -1.83 -0.11
H -8.12 -1.91 -1.49
H -0.42 -0.78 -0.29

***

[5]
14
Properties=species:S:1:pos:R:3 method="wB97M-V/def2-TZVPD" homo_lumo_gap_ha=0.2967 de_lowest_kj_mol=326.2 multiplicity=1
N 1.13 2.11 -0.48
C 0.44 0.90 -0.30
C -0.24 0.36 0.73
C -0.59 -1.03 0.43
N -1.14 -1.84 1.46
C -0.29 -1.44 -0.84
N 0.57 -0.19 -1.28
H 0.71 2.72 -1.17
H 1.18 2.62 0.39
H -0.47 0.87 1.66
H -1.11 -2.81 1.18
H -2.10 -1.60 1.64
H 1.42 -0.74 -1.17
H 0.50 0.09 -2.26

***

[6]
18
Properties=species:S:1:pos:R:3 method="wB97M-V/def2-TZVPD" charge=-1 homo_lumo_gap_ha="0.0722 / 0.2953" de_lowest_kj_mol=100.3 multiplicity=2 s2=0.7508
C 0.06 2.69 -1.46
C -0.03 2.35 0.00
S 1.58 1.63 0.55
H -0.83 3.27 -1.70
H 0.97 3.27 -1.63
H 0.17 1.82 -2.10
H -0.80 1.65 0.34
H -0.12 3.22 0.65
H 1.42 1.97 1.83
C 0.21 -2.85 1.13
C -0.10 -2.06 -0.14
S -1.65 -2.43 -1.07
H -0.64 -3.33 1.63
H 1.01 -3.59 0.96
H 0.63 -2.16 1.85
H 0.70 -2.24 -0.85
H -0.17 -0.98 0.01
H -2.42 -2.24 0.02